Entry 1:
C23H30BrN5OPRhS | ωB97M-V/def2-TZVPD

Its HOMO-LUMO gap is 0.2592 Ha. The molar mass is 638.38 g mol⁻¹. Its charge is +2. The value obtained for the energy above the lowest of the compared OMol25 structures with the same formula, charge and spin is 0.00 kcal per mole.

Positions of all 63 atoms, in Å:
C: -2.48449 -2.53289 1.71938
H: 0.82863 -2.89151 1.69371
S: -0.18641 0.41531 -1.98611
H: 1.21827 1.79102 1.67858
C: -3.19050 -3.36328 2.52997
C: 1.36943 3.76219 -5.35444
C: -0.15126 2.08168 -2.40402
N: 2.43134 0.56555 2.88505
H: 3.28639 -0.73647 4.26436
Rh: -1.18781 -0.05176 0.07525
H: 3.54968 1.31879 1.28077
H: 0.37505 0.97531 2.99918
H: 2.23331 -1.54506 -0.50167
C: -2.49631 -5.19837 1.14546
H: -1.00914 -5.88260 -0.97419
C: 3.29962 -1.94574 1.92411
H: -1.79288 2.48520 -0.51206
H: 4.45466 0.35824 2.45864
H: -1.05431 5.21257 -0.27167
H: 0.33383 -4.35159 -2.36084
H: 2.38105 0.21360 -0.49696
C: 1.15746 0.85869 2.24540
C: -0.97967 -2.04172 -0.24077
C: 2.36059 -0.65217 3.69575
H: 0.89645 1.58230 -4.08097
H: 0.18613 5.65971 -3.68259
H: 0.85353 3.21325 -6.14484
H: 0.11131 -1.94910 3.00533
H: 3.17213 -2.83404 1.30400
N: 3.39052 -0.76136 1.06785
C: 0.64097 3.61326 -4.06616
C: 0.09929 4.64092 -3.33719
H: -3.75016 3.11825 0.74997
C: 0.90603 -1.96003 2.25617
N: 2.20789 -1.86367 2.89263
C: -3.19926 -4.73913 2.21985
C: -0.23414 -2.58685 -1.25498
C: -0.99027 -4.82031 -0.76776
H: -2.30331 5.36933 -1.50665
C: -1.74564 -4.32369 0.32110
H: -4.12686 2.22784 -0.75535
H: 2.38078 3.36036 -5.26867
H: -4.12047 1.38587 0.80379
H: 1.43230 4.80785 -5.64025
C: 2.27267 -0.66406 0.14105
H: -0.86500 6.38742 -1.59555
H: 1.53063 -0.57268 4.39903
N: 0.49913 2.36230 -3.56865
H: -3.73667 -2.98701 3.38416
P: 0.71061 -0.52492 1.10684
C: 3.51500 0.42911 1.91148
H: 4.23592 -2.04031 2.47352
H: 0.38700 -1.96957 -1.88924
N: -0.68784 3.07624 -1.70951
C: -0.57353 4.33738 -2.15156
C: -1.73610 -2.92986 0.59360
C: -3.64868 2.17179 0.22175
H: -3.76630 -5.41761 2.84136
C: -1.22434 5.39631 -1.33167
O: -2.25267 1.84593 0.07648
C: -0.25068 -3.97388 -1.53269
Br: -2.46362 -0.65896 2.11777
H: -2.49926 -6.25339 0.90362

Forces on atoms 1 to 3 (eV/Å):
C 0.044 0.004 -0.036
H 0.001 -0.002 -0.009
S 0.002 -0.095 0.038

---

Entry 2:
C23H30ClF3N3O15PS2 | ωB97M-V/def2-TZVPD

Its HOMO-LUMO gap is 0.2725 Ha. The molar mass is 776.05 g mol⁻¹. Its charge is 0.

Positions of all 78 atoms, in Å:
C: -1.41009 3.35328 2.89060
C: 5.66530 3.08189 -5.78376
C: 4.98671 3.63491 -4.56066
H: -1.34036 3.43684 1.78583
H: -4.88851 -2.92399 -2.71861
H: 5.05278 2.33903 -6.29820
H: -3.03352 -4.10845 0.67655
H: 4.53658 2.91054 -1.36159
H: -1.82963 0.73605 4.00594
C: -1.37692 0.39286 1.85124
O: -6.33409 -1.67037 -3.49989
F: -4.14781 -5.23762 -1.76729
O: -0.89320 -1.05575 -0.01951
C: 4.36027 1.47262 0.36270
C: -2.07507 -2.44317 2.80895
S: -0.74867 0.45024 -0.65275
H: 0.56811 2.38870 2.99513
H: 2.71605 3.10854 2.62460
H: 1.79148 0.67913 3.43961
O: -5.39823 -2.43274 -5.39871
C: -4.96428 -1.95254 -3.21122
C: -3.51261 -5.73184 -0.67505
H: 1.47279 0.22463 0.97830
O: -0.32438 2.52023 4.83957
H: 4.92358 0.67454 -0.13499
H: -0.23290 4.76994 3.86206
O: -2.64434 -6.77202 -1.07829
H: 4.45627 -0.40812 2.22588
F: -3.30828 -2.82713 -4.65227
H: 0.63593 -2.49759 1.23871
H: -4.02218 -0.97531 -4.93511
H: -4.53524 -1.19206 -2.56044
H: 0.51142 -1.94413 2.91149
O: -1.72920 0.84684 -1.61277
C: 3.78652 0.39463 2.57389
C: 2.36049 -0.11294 2.92465
O: -7.62077 -2.04149 -5.31152
C: 1.68197 -0.64461 1.62183
O: 6.81627 2.44820 -5.22756
H: -0.18707 0.16478 3.70511
C: -4.34515 -1.95693 -4.58173
O: 0.54212 0.45679 -1.27198
N: -1.16272 4.68747 3.46625
Cl: -4.33782 -0.06765 3.19163
C: -1.56766 -6.71618 -0.23667
H: -4.47179 0.56400 -0.07803
O: 7.24038 1.54913 -3.20752
C: 3.45647 3.49869 0.60454
C: 6.53234 2.16548 -3.92866
H: 2.48316 -0.95788 3.63193
C: 4.20161 2.65341 -0.34467
C: -2.57186 -4.71296 -0.09975
O: -0.77431 -7.58437 -0.10512
H: 5.33376 4.62620 -4.26067
H: 4.21867 0.79842 3.51395
H: -2.15792 -4.05017 -0.86293
H: -4.24670 -6.12158 0.03352
C: 3.23524 2.73728 1.73532
H: -1.34195 5.41397 2.78406
H: 5.94932 3.85689 -6.49294
C: 0.46289 -1.59820 1.86418
P: -3.24204 0.80462 1.63987
C: -0.44750 2.27602 3.42101
C: -6.55890 -2.04922 -4.78770
H: -2.45808 3.07683 3.13058
O: -0.82474 1.21761 0.78721
N: 3.78652 1.47286 1.60307
H: 2.46054 -1.23373 1.09602
O: -1.53142 -5.53164 0.43543
F: 3.64035 3.65153 -4.71071
N: -2.11498 -1.89645 1.71203
C: -0.91397 -1.05035 1.43061
C: -0.98966 0.80766 3.28943
O: 5.32365 2.69142 -3.55903
H: 3.15952 4.53078 0.40341
S: -1.93377 -2.79091 4.34645
O: -3.74222 0.02244 0.26398
H: -0.05655 1.70213 5.28119

Forces on atoms 1 to 3 (eV/Å):
C -0.256 0.481 -0.386
C 0.209 0.135 -0.562
C -0.563 -0.235 0.061

---

Entry 3:
C23H30ClN3O3 | ωB97M-V/def2-TZVPD

Its HOMO-LUMO gap is 0.3258 Ha. The molar mass is 431.96 g mol⁻¹. Its charge is 0. The value obtained for the energy above the lowest of the compared OMol25 structures with the same formula, charge and spin is 11.62 kcal per mole.

Positions of all 60 atoms, in Å:
H: -0.18579 1.75772 1.64387
H: -3.91383 -0.39479 1.92842
C: 2.75509 0.23127 -1.31066
H: -1.69409 3.58576 -0.09064
C: 4.25872 -1.17125 0.12310
H: 3.86954 -2.38887 -1.60348
C: -3.04198 -0.99947 -1.36272
O: -3.76095 2.89787 -1.00962
C: 0.37005 -2.68690 1.27429
C: -1.46625 2.68386 0.46890
C: 0.66784 3.66324 1.10600
C: 0.22399 -3.88345 -0.81288
H: 3.18093 0.70380 -2.20486
H: -4.68193 -2.67912 0.02840
H: -5.79125 -1.46843 0.67290
C: 1.51814 -3.50224 -1.11302
H: 1.22902 0.66823 0.14651
H: 0.87281 3.64244 -1.04667
H: 2.89366 1.70041 1.58754
C: -3.98867 -0.64544 -0.21335
C: -3.22215 -0.62325 1.11054
H: 4.31302 -3.25500 -0.13061
H: 2.28029 -0.70758 -1.58726
H: 2.23388 -1.72640 1.66352
C: -0.33593 -3.48383 0.38896
H: 1.96078 -3.82293 -2.04514
C: 3.70541 -2.43380 -0.52415
C: -4.59362 0.74257 -0.42968
O: -1.10031 0.22420 1.77912
H: -2.77568 -1.59517 1.32286
C: 4.40913 1.24197 0.12561
H: -5.66676 -1.71190 -1.06984
N: -0.34365 2.64765 1.15627
C: 2.26237 -2.73527 -0.22309
C: -3.57906 1.86396 -0.38990
O: 5.10651 -1.23062 0.99434
C: -2.38925 1.65240 0.42993
H: -5.12561 0.79867 -1.38168
H: -5.32272 0.95079 0.36048
Cl: -1.92764 -4.03089 0.79453
N: 2.35763 2.41167 -0.34311
H: -2.23450 -0.27438 -1.44135
H: -0.34119 -4.49540 -1.49863
C: 1.53391 3.57692 -0.17852
C: 1.66839 -2.32315 0.96383
H: 4.90512 1.74104 -0.71462
C: -2.13977 0.42240 1.14478
N: 3.80943 0.01239 -0.35078
C: -5.10304 -1.69079 -0.13992
H: -2.60452 -1.98158 -1.20097
H: 0.19383 4.64951 1.12103
H: 2.19463 4.44959 -0.18509
C: 1.70242 1.17441 -0.71118
H: 5.14722 0.98046 0.88498
H: -3.58220 -1.01408 -2.30674
H: 1.30282 3.56669 1.98786
H: 3.79630 3.11808 0.98339
H: 0.93524 1.38107 -1.45979
C: 3.33840 2.17056 0.69386
H: -0.08418 -2.35562 2.19409

Forces on atoms 1 to 3 (eV/Å):
H -0.048 0.178 -0.090
H -0.042 0.002 0.043
C -0.424 0.000 -0.161

---

Entry 4:
C23H30ClN7O | ωB97M-V/def2-TZVPD

Its HOMO-LUMO gap is 0.3239 Ha. The molar mass is 455.99 g mol⁻¹. Its charge is 0. The value obtained for the energy above the lowest of the compared OMol25 structures with the same formula, charge and spin is 0.00 kcal per mole.

Positions of all 62 atoms, in Å:
N: 1.01879 1.91113 0.82065
N: -4.99910 -1.67280 0.08815
C: -2.06968 0.70749 -1.37781
H: 7.61468 -2.34041 -1.27737
N: -6.10795 -1.32514 1.96454
H: 1.31210 2.90742 -0.98874
C: 6.72645 -1.78688 -1.02179
C: -4.89115 -1.38540 1.45137
C: 4.73547 -0.59405 -1.66848
H: -0.47947 1.05320 -0.09518
H: -1.80527 -0.76551 -2.88619
H: 1.79062 0.54971 -1.42810
H: -2.80418 2.82453 -0.20638
N: -3.71279 -1.23983 2.02607
H: 2.60696 1.81251 2.22452
H: 1.16157 0.84420 2.60736
N: -1.42594 1.30616 -0.36440
C: 2.44678 -0.03159 1.11815
O: -3.15754 1.05964 -1.79126
H: 1.64388 -0.67571 0.72035
H: -0.73710 -2.10471 1.93489
N: 3.30457 0.40404 0.03914
H: -0.56319 -1.66492 -0.28306
C: -4.18389 -2.02969 -2.15210
C: -6.90077 -1.57555 0.92002
H: 3.24597 1.54734 -1.69609
C: 5.27226 -0.83542 0.65542
H: 3.01279 -0.60820 1.84625
H: -1.58712 -1.05513 3.07808
C: -1.42787 -1.68269 -0.94360
H: -0.52846 3.83788 -0.41057
C: 4.40704 -0.34849 -0.33134
C: 1.89693 2.35813 -0.24964
C: -1.33619 -0.50645 -1.93862
C: -2.68554 -1.62415 -0.11322
N: -6.28742 -1.79294 -0.22861
H: -1.34033 4.36174 1.06203
C: -1.34911 -1.20903 2.02952
H: 4.08997 -0.25329 -2.46197
H: 0.94390 3.85791 1.65572
C: 1.81223 1.17954 1.79637
C: 0.27462 3.01168 1.42808
H: 5.07966 -0.64365 1.69855
C: -2.63844 -1.36184 1.28183
H: -5.17002 -2.47398 -2.26343
H: -0.13428 2.64715 2.37426
H: 2.68259 3.02693 0.14125
C: -1.95904 2.43240 0.36489
C: 6.40223 -1.54444 0.30298
C: 2.56324 1.16512 -0.93715
H: 6.10746 -1.47566 -3.03830
H: -3.42858 -2.67481 -2.59296
H: -0.29038 -0.26127 -2.13027
C: 5.87884 -1.29630 -1.99849
H: -2.33068 2.09394 1.34061
H: -0.78618 -0.35427 1.66250
H: -1.39607 -2.62450 -1.49716
C: -0.88872 3.50365 0.56289
H: -4.18291 -1.07032 -2.67085
H: -7.96884 -1.60253 1.00130
C: -3.92150 -1.78203 -0.71029
Cl: 7.44411 -2.12984 1.55574

Forces on atoms 1 to 3 (eV/Å):
N 0.241 -0.035 0.162
N 0.233 0.300 1.348
C 0.452 -0.235 -0.305

---

Looking at electronic energy for the records above, in order, we have -126997.895, -111152.566, -47474.687, -49339.761 eV.